A molecular structure, C2H3CoO in a non-equilibrium geometry, computed with wB97M-V/def2-TZVPD.

As for the expectation value of S²: 3.782. As for the total charge: +1. For the total energy, the calculation gives -41783.485 eV. The LUMO energy (spin up / spin down) comes out at -6.16 / -6.74 eV. Its multiplicity is 4. Its highest occupied orbital energy (spin up / spin down) is -14.334 / -14.371 eV.

Geometry as XYZ:
```
7
C2H3CoO, DFT wB97M-V/def2-TZVPD
O 0.92 -1.16 0.26
C -0.29 -0.94 0.15
C -0.92 0.25 -0.11
H -1.59 0.20 -0.99
H -1.50 0.71 0.70
H 0.95 1.04 -0.18
Co 2.43 -0.09 0.16
```


A molecular structure, C2H3EuFLiO in a non-equilibrium geometry, computed with wB97M-V/def2-TZVPD.

As for the expectation value of S²: 15.759. As for the total charge: +3. For the total energy, the calculation gives -26386.622 eV. The LUMO energy (spin up / spin down) comes out at -15.26 / -15.25 eV. Its multiplicity is 8. Its highest occupied orbital energy (spin up / spin down) is -23.375 / -24.324 eV.

Geometry as XYZ:
```
9
C2H3EuFLiO, DFT wB97M-V/def2-TZVPD
O -0.52 -0.98 0.42
C -0.26 -0.03 -0.55
C 0.59 1.11 -0.20
Li 0.22 -0.31 2.04
H -1.07 0.19 -1.26
F 0.57 1.42 1.18
H 1.60 1.37 -0.52
Eu -1.89 -2.87 0.27
H 0.76 0.12 -1.38
```


A single C2H3F2I molecule in a non-equilibrium geometry, computed with wB97M-V/def2-TZVPD.

As for the total charge: 0. For the total energy, the calculation gives -15654.880 eV. The LUMO energy comes out at 0.21 eV. Its multiplicity is 1. Its highest occupied orbital energy is -8.716 eV.

Geometry as XYZ:
```
8
C2H3F2I, DFT wB97M-V/def2-TZVPD
C -0.13 0.90 0.08
C 0.76 1.02 -3.64
F -0.08 0.99 -4.67
F 1.12 2.30 -3.46
I -1.04 0.77 -1.85
H -0.54 0.00 0.70
H 0.93 0.93 -0.07
H -0.37 1.76 0.48
```


2 unconnected molecules or ions with the total composition C2H3F2I in a non-equilibrium geometry, computed with wB97M-V/def2-TZVPD.

As for the total charge: 0. For the total energy, the calculation gives -15653.025 eV. The LUMO energy (spin up / spin down) comes out at -0.78 / -0.52 eV. Its multiplicity is 1. Its highest occupied orbital energy (spin up / spin down) is -8.633 / -10.222 eV.

Geometry as XYZ:
```
8
C2H3F2I, DFT wB97M-V/def2-TZVPD
C -0.35 -1.02 0.21
C -1.32 -0.26 -0.75
F -0.63 -2.38 0.28
F -1.24 -0.43 -2.02
I -3.18 0.09 0.09
H -0.34 -0.63 1.34
H 0.71 -0.92 0.02
H -0.07 1.90 -0.66
```


2 unconnected molecules or ions with the total composition C2H3F2IO in a non-equilibrium geometry, computed with wB97M-V/def2-TZVPD.

As for the total charge: 0. For the total energy, the calculation gives -17701.509 eV. The LUMO energy comes out at 0.10 eV. Its multiplicity is 1. Its highest occupied orbital energy is -8.940 eV.

Geometry as XYZ:
```
9
C2H3F2IO, DFT wB97M-V/def2-TZVPD
C 1.99 -0.41 -0.22
C -1.81 1.16 0.69
O 1.39 -1.10 0.54
F -2.74 1.90 0.03
F -0.67 1.29 -0.11
I -2.10 -1.28 0.11
H 1.38 0.14 -0.92
H 3.05 -0.65 -0.46
H -0.48 -1.04 0.34
```


A single C2H3F2IO molecule in a non-equilibrium geometry, computed with wB97M-V/def2-TZVPD.

As for the total charge: 0. For the total energy, the calculation gives -17704.857 eV. The LUMO energy comes out at 0.00 eV. Its multiplicity is 1. Its highest occupied orbital energy is -10.309 eV.

Geometry as XYZ:
```
9
C2H3F2IO, DFT wB97M-V/def2-TZVPD
O 0.58 0.04 -1.08
C -0.21 -0.48 -0.11
C -1.33 -1.22 -0.76
F -1.66 -0.60 -1.85
F -0.76 -2.43 -1.33
I -3.10 -1.69 0.44
H 0.97 -0.78 -1.53
H 0.35 -1.19 0.58
H -0.56 0.43 0.37
```


2 unconnected molecules or ions with the total composition C2H3F2N in a non-equilibrium geometry, computed with wB97M-V/def2-TZVPD.

As for the total charge: 0. For the total energy, the calculation gives -9040.049 eV. The LUMO energy (spin up / spin down) comes out at -1.85 / -2.07 eV. Its multiplicity is 1. Its highest occupied orbital energy (spin up / spin down) is -10.219 / -9.375 eV.

Geometry as XYZ:
```
8
C2H3F2N, DFT wB97M-V/def2-TZVPD
C 0.34 0.79 -0.39
C -0.32 -0.08 0.59
N 0.44 -0.72 -0.22
F -2.47 -0.89 -0.14
F 1.61 -1.37 0.03
H 0.02 1.03 -1.38
H 1.24 1.46 -0.10
H -0.86 -0.22 1.59
```


2 unconnected molecules or ions with the total composition C2H3F2N in a non-equilibrium geometry, computed with wB97M-V/def2-TZVPD.

As for the expectation value of S²: 2.015. As for the total charge: 0. For the total energy, the calculation gives -9039.207 eV. The LUMO energy (spin up / spin down) comes out at 1.24 / -1.64 eV. Its multiplicity is 3. Its highest occupied orbital energy (spin up / spin down) is -8.554 / -10.443 eV.

Geometry as XYZ:
```
8
C2H3F2N, DFT wB97M-V/def2-TZVPD
C -0.99 -0.15 0.58
C -0.81 -0.15 -0.68
N 1.76 -0.41 -0.66
F 1.68 -0.48 0.69
F 1.99 0.97 -0.89
H -1.96 0.21 1.05
H -0.35 -0.28 1.40
H -1.33 0.29 -1.50
```


A single C2H3F2N3 molecule in a non-equilibrium geometry, computed with wB97M-V/def2-TZVPD.

As for the total charge: 0. For the total energy, the calculation gives -12023.721 eV. The LUMO energy comes out at 0.27 eV. Its multiplicity is 1. Its highest occupied orbital energy is -10.262 eV.

Geometry as XYZ:
```
10
C2H3F2N3, DFT wB97M-V/def2-TZVPD
F 2.28 0.39 0.52
C 1.13 0.17 -0.26
N 0.78 -1.19 -0.51
N -0.32 -1.44 -0.10
C -1.06 -0.30 0.42
N -0.10 0.82 0.51
F -0.60 1.70 -0.42
H 1.19 0.67 -1.25
H -1.94 -0.08 -0.21
H -1.37 -0.73 1.30
```


2 unconnected molecules or ions with the total composition C2H3F2N3O4 in a non-equilibrium geometry, computed with wB97M-V/def2-TZVPD.

As for the total charge: 0. For the total energy, the calculation gives -20207.506 eV. The LUMO energy (spin up / spin down) comes out at -1.72 / -2.50 eV. Its multiplicity is 1. Its highest occupied orbital energy (spin up / spin down) is -11.082 / -11.682 eV.

Geometry as XYZ:
```
14
C2H3F2N3O4, DFT wB97M-V/def2-TZVPD
C 0.20 -1.46 -0.05
C 0.27 0.11 -0.25
N -1.16 0.68 1.55
N -0.35 0.66 -1.50
N 1.39 0.70 0.57
O 0.36 0.73 -2.46
O 1.78 1.79 0.29
O -1.48 1.07 -1.41
O 1.87 -0.02 1.38
F 0.88 -1.99 -1.11
F -1.08 -1.89 -0.16
H 0.63 -1.84 0.88
H -1.36 1.56 1.09
H -1.96 -0.09 1.17
```


A single C2H3F2NO molecule in a non-equilibrium geometry, computed with wB97M-V/def2-TZVPD.

As for the total charge: 0. For the total energy, the calculation gives -11095.338 eV. The LUMO energy comes out at 0.83 eV. Its multiplicity is 1. Its highest occupied orbital energy is -10.450 eV.

Geometry as XYZ:
```
9
C2H3F2NO, DFT wB97M-V/def2-TZVPD
N 1.51 -0.85 0.12
C 0.63 -0.06 -0.57
O 0.59 0.19 -1.71
C -0.46 0.51 0.45
F -1.65 0.74 -0.12
F -0.57 -0.45 1.44
H 2.27 -1.27 -0.38
H 1.40 -1.03 1.08
H -0.08 1.43 0.95
```


2 unconnected molecules or ions with the total composition C2H3F2NO in a non-equilibrium geometry, computed with wB97M-V/def2-TZVPD.

As for the total charge: 0. For the total energy, the calculation gives -11087.018 eV. The LUMO energy comes out at -0.52 eV. Its multiplicity is 1. Its highest occupied orbital energy is -10.393 eV.

Geometry as XYZ:
```
9
C2H3F2NO, DFT wB97M-V/def2-TZVPD
C 0.05 1.40 -0.78
C 0.38 0.94 0.47
N -0.21 -1.73 0.36
O 1.37 1.58 -0.20
F 0.40 -2.37 1.41
F -1.54 -2.01 0.51
H 0.12 0.62 -1.49
H -0.51 2.36 -0.90
H -0.05 -0.79 0.62
```


2 unconnected molecules or ions with the total composition C2H3F2NO in a non-equilibrium geometry, computed with wB97M-V/def2-TZVPD.

As for the total charge: 0. For the total energy, the calculation gives -11087.233 eV. The LUMO energy (spin up / spin down) comes out at 0.57 / -0.35 eV. Its multiplicity is 1. Its highest occupied orbital energy (spin up / spin down) is -10.201 / -8.089 eV.

Geometry as XYZ:
```
9
C2H3F2NO, DFT wB97M-V/def2-TZVPD
C 1.11 -0.29 -0.42
C 0.59 0.42 0.72
N -1.92 -0.13 0.37
O 1.31 -0.65 0.96
F -2.26 1.09 -0.14
F -1.84 -0.94 -0.72
H 0.45 -0.95 -0.97
H 1.98 0.05 -0.96
H 0.58 1.39 1.16
```


2 unconnected molecules or ions with the total composition C2H3F2NO in a non-equilibrium geometry, computed with wB97M-V/def2-TZVPD.

As for the total charge: 0. For the total energy, the calculation gives -11092.002 eV. The LUMO energy (spin up / spin down) comes out at 0.46 / 0.46 eV. Its multiplicity is 1. Its highest occupied orbital energy (spin up / spin down) is -8.113 / -8.113 eV.

Geometry as XYZ:
```
9
C2H3F2NO, DFT wB97M-V/def2-TZVPD
C 1.72 0.42 0.02
C -0.58 0.40 0.23
N -0.82 -0.81 -0.47
O 2.19 -0.55 0.52
F -0.99 0.31 1.48
F -0.94 1.53 -0.35
H 2.03 0.98 -0.82
H -1.71 -0.83 -0.88
H -0.89 -1.44 0.27
```


2 unconnected molecules or ions with the total composition C2H3F2NO2 in a non-equilibrium geometry, computed with wB97M-V/def2-TZVPD.

As for the total charge: 0. For the total energy, the calculation gives -13138.519 eV. The LUMO energy comes out at -1.16 eV. Its multiplicity is 1. Its highest occupied orbital energy is -11.138 eV.

Geometry as XYZ:
```
10
C2H3F2NO2, DFT wB97M-V/def2-TZVPD
C -0.57 -1.03 0.43
C -0.99 0.18 0.12
F -2.28 0.48 -0.01
N -0.16 1.32 0.15
O 1.02 1.00 0.18
O -0.60 2.46 0.20
H 0.42 -1.23 0.53
H -1.26 -1.92 0.48
F 2.07 -1.05 -1.05
H 2.35 -0.21 -1.02
```


A molecular structure, C2H3F2O2Si in a non-equilibrium geometry, computed with wB97M-V/def2-TZVPD.

As for the total charge: -1. For the total energy, the calculation gives -19529.602 eV. The LUMO energy comes out at 4.02 eV. Its multiplicity is 1. Its highest occupied orbital energy is -4.333 eV.

Geometry as XYZ:
```
10
C2H3F2O2Si, DFT wB97M-V/def2-TZVPD
C -0.94 0.77 -0.16
C -0.68 -0.67 0.04
O 0.24 1.32 0.06
O -1.98 1.32 -0.41
F -1.74 -1.55 -0.98
F -1.27 -1.10 1.18
Si 1.28 0.02 0.07
H 1.69 -0.57 -1.23
H 2.19 1.19 0.06
H 1.21 -0.73 1.36
```


A single C2H3F2OP molecule in a non-equilibrium geometry, computed with wB97M-V/def2-TZVPD.

As for the total charge: 0. For the total energy, the calculation gives -18892.356 eV. The LUMO energy comes out at 0.47 eV. Its multiplicity is 1. Its highest occupied orbital energy is -10.030 eV.

Geometry as XYZ:
```
9
C2H3F2OP, DFT wB97M-V/def2-TZVPD
O -1.69 -1.31 -0.14
C -1.50 -0.14 -0.22
C 0.03 0.45 0.10
F -0.08 1.21 1.23
F 0.42 1.29 -0.88
P 1.18 -1.01 0.41
H -2.23 0.62 -0.50
H 1.69 -0.95 -0.89
H 2.18 -0.16 0.90
```


2 unconnected molecules or ions with the total composition C2H3F2P in a non-equilibrium geometry, computed with wB97M-V/def2-TZVPD.

As for the total charge: 0. For the total energy, the calculation gives -16842.898 eV. The LUMO energy (spin up / spin down) comes out at -2.58 / -2.81 eV. Its multiplicity is 1. Its highest occupied orbital energy (spin up / spin down) is -10.361 / -9.163 eV.

Geometry as XYZ:
```
8
C2H3F2P, DFT wB97M-V/def2-TZVPD
C 0.20 -0.45 -0.36
C 1.06 0.39 0.22
F 3.15 1.44 0.87
F 2.50 -1.26 -1.97
P 2.67 -0.09 0.64
H -0.86 -0.38 -0.63
H 0.66 -1.49 -0.42
H 0.97 1.44 0.43
```


A single C2H3F2P molecule in a non-equilibrium geometry, computed with wB97M-V/def2-TZVPD.

As for the total charge: 0. For the total energy, the calculation gives -16844.624 eV. The LUMO energy comes out at 0.78 eV. Its multiplicity is 1. Its highest occupied orbital energy is -10.013 eV.

Geometry as XYZ:
```
8
C2H3F2P, DFT wB97M-V/def2-TZVPD
F 1.93 -0.61 -1.08
C 1.53 0.04 0.05
F 2.55 0.02 0.91
C 0.15 -0.18 0.55
P 0.38 1.51 -0.32
H -0.60 -0.96 0.20
H -0.16 0.09 1.60
H 0.25 1.02 -1.58
```


2 unconnected molecules or ions with the total composition C2H3F3 in a non-equilibrium geometry, computed with wB97M-V/def2-TZVPD.

As for the total charge: 0. For the total energy, the calculation gives -10270.773 eV. The LUMO energy (spin up / spin down) comes out at -0.36 / -0.26 eV. Its multiplicity is 1. Its highest occupied orbital energy (spin up / spin down) is -9.682 / -9.952 eV.

Geometry as XYZ:
```
8
C2H3F3, DFT wB97M-V/def2-TZVPD
C 0.78 0.07 0.22
C -0.59 -0.42 -0.17
F 0.75 1.26 1.02
F -1.44 -0.33 0.88
F -0.83 -1.54 -0.89
H 1.31 0.39 -0.76
H 1.22 -0.63 0.91
H -1.20 1.21 -1.20
```